Below is 3 unconnected molecules or ions with the total composition C6H17NO3 in a non-equilibrium geometry, with properties calculated with ωB97M-V/def2-TZVPD.

Properties
Orbital gap (alpha / beta) in Eh: 0.1033 / 0.2985
Net charge: -1
<S²>: 0.75
Molecular weight in g mol⁻¹: 151.2
Calculated total energy in Eh: -519.14300
Max |F| in eV/Å: 5.74
Multiplicity: 2

```
27
Properties=species:S:1:pos:R:3:mulliken_spin:R:1
O 2.5920 -1.8254 -0.9350 -0.060
N -1.8494 1.2219 0.7873 0.071
O -1.3600 2.0786 -2.3190 0.461
H -1.5701 1.4904 -0.0869 -0.156
H -1.9478 2.8133 -2.1546 -0.014
H 3.9325 -0.9181 0.4308 0.012
H 1.6939 -1.2215 2.2487 0.012
C 0.3225 -1.9588 0.7961 0.000
H 2.3375 -0.1026 0.2790 -0.048
H -2.3811 3.0626 1.4311 -0.377
H -0.8386 2.4587 2.1310 0.089
C -0.3555 -0.6704 0.3781 0.474
H 2.4682 -2.6696 1.6480 -0.007
H 0.0413 -0.2667 -0.5363 0.162
H -2.3298 1.9334 2.7670 -0.032
H -1.1560 0.5056 -3.7227 -0.066
H -1.7887 -0.5385 2.0670 0.018
C 2.8348 -1.1454 0.4072 0.160
H -0.5189 2.4546 -2.0036 -0.196
H 0.3763 -2.5638 -0.0186 -0.012
C -1.8594 2.2638 1.8477 0.629
H -0.3046 -2.4794 1.5636 -0.008
C -1.2606 0.0094 1.2137 -0.508
H 1.7191 -1.7615 -1.2904 0.013
O -0.7547 -0.1128 -4.2732 0.464
C 1.7911 -1.9114 1.3876 -0.019
H 0.1661 -0.1463 -4.0435 -0.060
```


Below is a single C3H3FP2 molecule in a non-equilibrium geometry, with properties calculated with ωB97M-V/def2-TZVPD.

Properties
Orbital gap in Eh: 0.3116
Net charge: 0
Molecular weight in g mol⁻¹: 120.0
Calculated total energy in Eh: -898.55272
Max |F| in eV/Å: 3.74
Multiplicity: 1

```
9
Properties=species:S:1:pos:R:3:nbo_charge:R:1
P 1.4265 0.4655 1.0364 0.497
H -1.4160 -0.8796 -1.7831 0.246
P -1.4513 0.8867 -0.0714 0.787
F 1.1882 -1.7730 -1.5337 -0.322
C -0.7462 -0.4486 -1.0478 -0.785
C -0.1994 1.2213 1.0141 -1.046
C 0.5178 -0.8041 -0.9390 0.393
H -0.3546 2.0682 1.6692 0.248
H 1.0350 -0.7364 1.6554 -0.020
```


Below is 2 unconnected molecules or ions with the total composition C3H9O3P in a non-equilibrium geometry, with properties calculated with ωB97M-V/def2-TZVPD.

Properties
Orbital gap (alpha / beta) in Eh: 0.2424 / 0.3009
Net charge: 0
Molecular weight in g mol⁻¹: 124.1
Calculated total energy in Eh: -686.63139
Max |F| in eV/Å: 3.40
Multiplicity: 1

```
16
Properties=species:S:1:pos:R:3:nbo_charge:R:1
H 0.1303 -0.4404 1.5956 0.180
H -1.3639 1.8334 -2.0641 -0.055
H -0.4717 -1.2215 0.1094 0.502
O 0.0330 -2.4329 -2.7804 -0.691
H 0.9289 0.5132 2.8869 0.222
H -1.0012 1.7311 1.8453 0.179
O -0.1824 -1.9293 -0.4512 -0.715
H 0.9360 -0.8130 -1.8925 0.153
C 0.1752 -1.5600 -1.6841 0.392
C -0.0581 1.6421 1.3592 -0.054
H 1.6407 0.2825 1.2239 0.221
O -0.2269 1.6993 -0.1005 -0.821
H 0.4159 2.7145 1.6291 0.187
C 0.7608 0.4002 1.7755 -0.619
P -1.4305 0.8660 -0.9630 0.434
H -0.2860 -3.2851 -2.4893 0.485
```